(1)
# CH3FNaO2

A molecular structure, CH3FNaO2 (ωB97M-V/def2-TZVPD, the OMol25 dataset).

Each line ends with the natural charge from an NBO analysis.
Element x y z (Å)
O -1.546 0.611 0.031  -0.46
C -2.466 -0.227 0.663  -0.25
Na 0.464 -0.285 -0.702  0.96
H -2.429 -1.252 0.246  0.13
H -2.279 -0.283 1.750  0.19
H -3.466 0.198 0.489  0.15
O -0.444 0.891 0.959  -0.74
F 2.378 -1.156 -0.649  -0.99

Properties
- gap between HOMO and LUMO (eV) = 6.110
- net charge = -1
- HOMO (eV) = -3.39
- lowest unoccupied orbital energy (eV) = 2.7161
- M (g mol⁻¹) = 89.02



(2)
# CH3FO2

2 unconnected molecules or ions with the total composition CH3FO2 at a distorted geometry (ωB97M-V/def2-TZVPD, the OMol25 dataset).

Each line ends with the natural charge from an NBO analysis.
Element x y z (Å)
C -0.034 -0.269 0.179  0.76
O 0.520 0.633 -0.666  -0.74
O -1.022 0.357 0.806  -0.70
F 0.930 -0.653 1.107  -0.38
H -0.345 -1.531 -0.555  0.06
H 0.940 0.193 -1.515  0.50
H -0.990 1.271 0.644  0.50

Properties
- gap between HOMO and LUMO (eV) = 11.847
- HOMO (eV) = -11.30
- lowest unoccupied orbital energy (eV) = 0.5467
- M (g mol⁻¹) = 66.03